Entry from OMol25: a single C9H14N2O molecule at a distorted geometry (ωB97M-V/def2-TZVPD).

```
26
Properties=species:S:1:pos:R:3:forces:R:3:nbo_charge:R:1
O -2.47303 1.03187 1.02350 0.5 -0.5 -1.1 -0.635
C -1.76651 0.57638 0.10516 -1.0 2.4 2.8 0.641
C 2.63526 2.48829 2.65040 -2.0 -2.3 -1.6 -0.438
C 2.54261 1.67802 1.49203 -0.5 1.5 3.2 -0.183
C 1.36838 0.82223 1.13520 2.1 0.7 0.2 -0.351
C 1.42834 -0.07875 0.11542 -0.5 1.2 1.0 0.049
N -1.66814 1.28539 -1.04621 1.2 -2.1 -1.0 -0.828
N 0.32166 -0.82507 -0.17452 0.5 -1.1 -2.2 -0.433
C 0.36288 -1.39173 -1.58516 -1.5 0.9 1.1 -0.215
C -1.02321 -0.67299 0.41950 0.8 -2.2 -1.3 -0.138
C -1.08620 -1.82084 -1.76996 -1.1 1.1 0.1 -0.436
C -1.80916 -1.78543 -0.39656 0.2 -1.8 1.3 -0.387
H 3.40362 3.10733 3.07575 0.9 0.0 -0.9 0.203
H 1.79835 2.51142 3.39601 0.3 -0.3 -1.1 0.182
H 3.38040 1.61218 0.82338 0.4 0.1 -0.2 0.191
H 0.51343 0.91329 1.81238 0.1 -0.2 -0.5 0.221
H 2.27785 -0.26083 -0.60590 -0.8 0.5 1.2 0.208
H -2.23675 2.11191 -0.99739 0.0 0.1 -0.7 0.423
H -1.27325 0.81295 -1.89976 -0.8 1.4 1.3 0.404
H 0.62019 -0.65096 -2.36353 0.1 0.1 0.5 0.181
H 1.06965 -2.20529 -1.71826 0.1 -0.2 0.5 0.204
H -0.99887 -0.87188 1.53584 -0.2 0.5 -1.5 0.259
H -1.11467 -2.75500 -2.21352 -0.2 -2.2 -0.6 0.224
H -1.65829 -1.23199 -2.51503 0.5 0.3 0.5 0.200
H -2.91073 -1.57399 -0.45866 1.1 -0.1 0.0 0.233
H -1.70380 -2.82653 0.15989 -0.1 2.1 -1.1 0.221
```
Forces are in eV/Å.

Values from the calculation:
F_max: 0.0746 Eh/bohr
Molar mass: 166.22 u
HOMO-LUMO gap: 7.97 eV
Electronic energy: -536.0198 Eh
HOMO: -7.304 eV
Lowest unoccupied orbital energy: 0.67 eV

***

Entry from OMol25: 2 unconnected molecules or ions with the total composition C4H7NO3 at a distorted geometry (ωB97M-V/def2-TZVPD).

```
15
Properties=species:S:1:pos:R:3:forces:R:3:nbo_charge:R:1
C -0.11655 3.60041 1.02700 0.0 1.0 0.9 0.403
N -0.71427 4.27818 1.97635 -0.1 -0.5 -0.5 -0.702
C 0.23739 -0.32459 0.22954 0.5 -1.9 -1.0 -0.715
C 0.13041 -1.04890 -1.02098 -0.4 1.6 0.8 0.134
C 0.18153 -2.48744 -1.12608 0.5 -2.3 0.6 0.639
O 0.42436 -3.12022 0.04984 -0.1 0.9 -0.1 -0.662
O 0.03656 -3.13843 -2.13329 -0.2 0.8 -0.4 -0.497
O -0.20110 2.37019 0.74212 0.1 -0.9 -0.4 -0.675
H 0.56202 4.22135 0.43046 0.1 -0.1 -0.3 0.104
H -1.35814 3.63833 2.45184 0.1 0.0 0.1 0.312
H 0.47640 -1.03897 1.00939 0.0 0.2 0.3 0.252
H 1.04838 0.43357 0.12932 -0.7 0.7 0.2 0.330
H -0.71683 0.17839 0.44708 0.1 0.9 0.0 0.338
H -0.08884 -0.55986 -1.96114 0.1 0.2 0.0 0.230
H 0.45192 -4.05395 -0.17819 0.0 -0.4 0.1 0.508
```
Forces are in eV/Å.

Values from the calculation:
F_max: 0.0470 Eh/bohr
Molar mass: 117.10 u
HOMO-LUMO gap: 3.31 eV
Electronic energy: -436.9062 Eh
HOMO: -7.858 eV
Lowest unoccupied orbital energy: -4.55 eV

***

Entry from OMol25: 2 unconnected molecules or ions with the total composition C3H2Br2 at a distorted geometry (ωB97M-V/def2-TZVPD).

```
7
Properties=species:S:1:pos:R:3:forces:R:3:nbo_charge:R:1
C 2.97338 -0.29192 -0.92731 -0.7 -0.4 -0.3 -0.182
C 0.40712 2.26035 -0.46463 0.0 -0.3 -0.9 -0.220
C 0.55501 1.23669 -1.08893 -0.6 2.4 1.6 -0.210
Br 3.08900 -1.55711 -2.26910 -0.1 -0.1 -0.1 0.107
Br 0.17254 3.92992 0.17848 0.0 -0.2 0.1 0.182
H 0.73474 0.28485 -1.41730 0.1 -1.5 -0.8 0.233
H 3.97864 -0.31709 -0.57028 1.3 0.1 0.5 0.090
```
Forces are in eV/Å.

Values from the calculation:
F_max: 0.0570 Eh/bohr
Molar mass: 197.86 u
HOMO-LUMO gap: 7.76 eV
Electronic energy: -5263.3034 Eh
HOMO: -9.117 eV
Lowest unoccupied orbital energy: -1.35 eV

***

Entry from OMol25: 2 unconnected molecules or ions with the total composition C2H3BrN at a distorted geometry (ωB97M-V/def2-TZVPD).

```
7
Properties=species:S:1:pos:R:3:forces:R:3:nbo_charge:R:1
C 0.82494 0.25540 -0.02110 -0.6 4.0 0.8 0.216
C -0.98732 1.41469 0.48546 2.4 -1.4 -0.7 -0.159
N 0.21240 -0.97720 -0.20395 1.3 -2.6 1.2 -0.886
Br -0.36501 3.05650 0.53761 -0.2 0.4 0.1 0.396
H -0.73533 -0.87219 0.13605 -0.8 -1.0 0.7 0.464
H 0.90834 -1.71890 0.25692 -2.2 1.2 -1.0 0.496
H 0.14199 -1.15831 -1.19099 0.2 -0.6 -1.1 0.472
```
Forces are in eV/Å.

Values from the calculation:
F_max: 0.0811 Eh/bohr
Molar mass: 120.96 u
HOMO-LUMO gap (alpha / beta): 6.93 / 6.90 eV
Electronic energy: -2706.1557 Eh
HOMO (alpha / beta): -13.384 / -13.437 eV
Charge: +1
Lowest unoccupied orbital energy (alpha / beta): -6.46 / -6.53 eV

***

> Among the records above, which one has the highest F_max?

C2H3BrN

***

> molar mass of number 3 (C3H2Br2)?

197.86 u